{
  "formula": "C4H12N4",
  "method": "ωB97M-V with the def2-TZVPD basis set",
  "species": ["C", "C", "C", "C", "N", "N", "N", "N", "H", "H", "H", "H", "H", "H", "H", "H", "H", "H", "H", "H"],
  "xyz": [[0.624, -0.298, -1.289], [-0.716, 0.616, -1.117], [0.941, -1.631, 0.741], [-1.665, 0.468, 1.080], [1.230, -0.422, -0.004], [-0.843, 1.191, 0.157], [1.258, 0.664, 0.755], [1.876, 1.744, 0.233], [0.377, -1.287, -1.671], [1.292, 0.183, -2.003], [-0.635, 1.417, -1.859], [-1.560, -0.037, -1.385], [-0.035, -2.041, 0.483], [1.708, -2.376, 0.518], [0.965, -1.398, 1.802], [-1.785, -0.599, 0.842], [-1.248, 0.566, 2.082], [-2.669, 0.914, 1.095], [1.705, 1.944, -0.750], [1.700, 2.555, 0.812]],
  "forces_ev_per_angstrom": [[-0.06, 0.29, -0.20], [-0.08, 0.08, -0.09], [0.06, -0.20, 0.17], [-0.20, -0.08, 0.05], [0.41, 0.24, -0.08], [1.41, 0.19, 0.24], [-1.52, 0.13, 0.27], [0.40, 0.03, -0.59], [0.13, 0.00, -0.01], [-0.03, 0.02, -0.02], [-0.05, -0.23, -0.13], [0.06, 0.06, -0.01], [-0.06, 0.01, 0.00], [-0.08, -0.03, 0.05], [0.01, -0.02, -0.02], [-0.02, -0.05, 0.07], [-0.09, -0.07, 0.11], [-0.03, -0.10, 0.08], [-0.15, -0.02, 0.15], [-0.10, -0.26, -0.06]],
  "lowdin_charge": [-0.137, -0.261, -0.054, -0.198, -0.249, -0.122, -0.030, 0.041, 0.106, 0.096, 0.089, 0.102, 0.075, 0.084, 0.087, 0.057, 0.064, 0.069, 0.081, 0.096],
  "e_homo_ha": [-0.2750, -0.2540],
  "orbital_gap_ha": [0.3092, 0.2805]
}

{
  "formula": "C2H2N4OS",
  "method": "ωB97M-V with the def2-TZVPD basis set",
  "species": ["C", "C", "N", "N", "N", "N", "O", "S", "H", "H"],
  "xyz": [[1.160, 0.627, -1.201], [-0.197, -1.137, -0.066], [1.312, 0.677, 0.084], [0.525, -0.359, 0.683], [-1.048, -3.957, 0.588], [-1.882, -3.673, 1.265], [-0.176, -4.296, -0.106], [0.074, -0.619, -1.733], [1.430, 1.529, -1.778], [0.639, -0.521, 1.710]],
  "forces_ev_per_angstrom": [[-0.61, 0.79, 1.33], [-1.09, -0.82, -3.43], [-1.16, -1.51, 0.63], [3.34, 3.03, 4.46], [-0.56, -0.11, 0.53], [-0.55, 0.36, 0.42], [1.11, -0.37, -0.95], [-0.79, -0.91, -1.40], [0.17, -1.04, 0.08], [0.14, 0.57, -1.66]],
  "lowdin_charge": [-0.509, -0.388, -0.008, -0.188, -0.336, 0.233, 0.091, 0.861, 0.086, 0.158],
  "e_homo_ha": [-0.2077, -0.3729],
  "s_squared": 2.0126,
  "multiplicity": 3,
  "orbital_gap_ha": [0.2411, 0.2948]
}

{
  "formula": "C25H25BF4N6OS2SeSn",
  "method": "ωB97M-V with the def2-TZVPD basis set",
  "species": ["Sn", "C", "C", "N", "N", "C", "O", "C", "C", "C", "C", "C", "C", "C", "C", "C", "C", "C", "N", "H", "H", "H", "H", "H", "H", "H", "H", "H", "H", "H", "H", "S", "C", "N", "C", "C", "S", "H", "H", "H", "H", "H", "C", "N", "C", "Se", "N", "C", "C", "C", "C", "C", "C", "H", "H", "H", "H", "H", "H", "H", "H", "F", "B", "F", "F", "F"],
  "xyz": [[0.272, 0.061, -0.400], [4.633, -1.362, -1.303], [3.277, -0.739, -1.385], [2.630, -0.309, -0.369], [3.224, -0.381, 0.861], [2.349, -0.138, 1.814], [1.120, 0.165, 1.640], [2.869, -0.192, 3.213], [4.231, -0.110, 3.489], [4.683, -0.199, 4.796], [3.781, -0.389, 5.836], [2.421, -0.476, 5.565], [1.965, -0.369, 4.257], [2.577, -0.666, -2.688], [3.098, -1.237, -3.839], [2.354, -1.189, -5.007], [1.117, -0.565, -5.001], [0.678, -0.005, -3.812], [1.395, -0.049, -2.693], [5.003, -1.293, -0.287], [5.331, -0.883, -1.993], [4.553, -2.419, -1.572], [4.933, 0.016, 2.674], [5.744, -0.134, 5.010], [4.137, -0.475, 6.856], [1.714, -0.637, 6.372], [0.910, -0.422, 4.024], [4.058, -1.735, -3.819], [2.731, -1.651, -5.911], [0.500, -0.524, -5.889], [-0.282, 0.499, -3.746], [0.904, 2.948, -0.667], [2.332, 3.031, 0.207], [3.538, 2.780, -0.293], [4.669, 2.659, 0.622], [4.225, 3.271, 1.957], [2.407, 3.409, 1.894], [3.585, 2.407, -1.228], [5.529, 3.186, 0.213], [4.926, 1.607, 0.744], [4.641, 4.263, 2.119], [4.487, 2.632, 2.797], [-5.315, -1.943, -0.381], [-5.703, -0.548, -0.502], [-4.840, 0.486, -0.626], [-3.008, 0.439, -0.636], [-5.601, 1.604, -0.724], [-6.958, 1.296, -0.656], [-8.101, 2.075, -0.692], [-9.318, 1.414, -0.576], [-9.379, 0.027, -0.431], [-8.228, -0.748, -0.398], [-7.019, -0.085, -0.514], [-4.232, -2.001, -0.419], [-5.739, -2.518, -1.202], [-5.669, -2.347, 0.566], [-5.187, 2.513, -0.812], [-8.047, 3.151, -0.809], [-10.237, 1.987, -0.595], [-10.346, -0.454, -0.337], [-8.276, -1.825, -0.290], [-0.390, -2.285, -0.497], [0.402, -3.429, -1.014], [1.708, -2.922, -1.283], [0.438, -4.411, -0.031], [-0.204, -3.861, -2.197]],
  "forces_ev_per_angstrom": [[0.43, 0.06, 0.21], [-0.06, 0.02, -0.05], [0.16, -0.01, -0.06], [-0.39, -0.02, -0.05], [-0.05, 0.03, 0.17], [0.35, 0.29, 0.08], [-0.27, -0.23, -0.12], [-0.21, -0.12, 0.00], [0.08, 0.01, 0.00], [0.02, 0.00, 0.06], [-0.06, 0.00, -0.01], [0.01, 0.00, -0.03], [0.05, 0.09, -0.01], [0.00, 0.03, -0.09], [0.12, -0.04, -0.07], [-0.01, -0.01, -0.04], [0.04, -0.01, 0.00], [0.00, 0.07, 0.08], [-0.24, -0.13, -0.09], [0.05, 0.01, 0.03], [-0.02, -0.03, 0.01], [-0.02, 0.04, -0.01], [-0.04, -0.05, 0.00], [-0.05, 0.00, -0.03], [-0.01, 0.01, -0.05], [0.05, 0.04, -0.06], [0.02, -0.03, 0.02], [-0.06, 0.01, 0.00], [-0.01, 0.03, 0.05], [0.03, 0.03, 0.06], [0.05, -0.08, 0.02], [0.15, 0.14, 0.15], [0.00, -0.22, -0.08], [0.09, 0.01, 0.09], [-0.09, 0.03, -0.03], [-0.13, 0.09, 0.02], [-0.02, -0.05, 0.01], [-0.01, 0.01, -0.06], [0.03, 0.03, 0.01], [-0.06, -0.12, 0.00], [0.03, -0.01, -0.04], [0.03, 0.00, -0.01], [-0.10, 0.08, 0.01], [-0.12, -0.37, 0.01], [-0.01, 0.14, 0.02], [-0.23, 0.09, -0.07], [-0.29, 0.04, -0.01], [0.24, 0.16, 0.00], [-0.01, 0.05, -0.03], [0.04, 0.03, 0.00], [-0.04, -0.03, 0.01], [-0.05, -0.08, -0.02], [0.19, -0.15, 0.05], [0.04, 0.02, 0.00], [-0.02, -0.01, -0.04], [-0.02, 0.00, 0.04], [0.06, 0.09, -0.01], [-0.03, -0.07, 0.02], [0.05, -0.02, 0.00], [0.09, 0.03, -0.02], [0.01, 0.06, 0.01], [0.52, -0.18, -0.11], [-0.01, -0.26, -0.10], [-0.54, -0.19, 0.13], [-0.02, 0.44, -0.40], [0.25, 0.23, 0.49]],
  "lowdin_charge": [1.227, -0.010, -0.280, -0.045, 0.078, -0.470, -0.231, -0.147, -0.051, -0.084, -0.088, -0.072, -0.011, -0.242, 0.004, -0.037, -0.037, -0.105, 0.002, 0.067, 0.087, 0.102, 0.100, 0.102, 0.101, 0.104, 0.119, 0.114, 0.114, 0.110, 0.121, 0.535, -1.149, -0.051, -0.201, -0.384, 0.970, 0.132, 0.118, 0.094, 0.073, 0.061, -0.019, -0.076, -0.768, 0.555, 0.110, -0.177, -0.013, -0.090, -0.088, -0.006, -0.159, 0.047, 0.099, 0.100, 0.146, 0.113, 0.103, 0.104, 0.113, -0.096, -1.172, 0.092, 0.129, 0.115],
  "e_homo_ha": -0.2794,
  "orbital_gap_ha": 0.2610
}

{
  "formula": "C15H20N2O5",
  "method": "ωB97M-V with the def2-TZVPD basis set",
  "species": ["O", "C", "O", "H", "C", "C", "H", "H", "C", "H", "H", "C", "H", "H", "C", "N", "C", "O", "N", "C", "C", "C", "C", "C", "C", "H", "H", "O", "C", "C", "H", "O", "H", "H", "H", "H", "H", "H", "H", "H", "H", "H"],
  "xyz": [[1.435, 1.387, 3.338], [1.982, 0.744, 4.193], [1.455, 0.585, 5.416], [0.606, 1.051, 5.483], [3.311, 0.044, 4.076], [3.792, -0.061, 2.631], [4.829, -0.403, 2.622], [3.755, 0.931, 2.175], [2.926, -1.020, 1.819], [1.894, -0.669, 1.847], [2.950, -2.014, 2.270], [3.386, -1.118, 0.367], [4.417, -1.476, 0.329], [3.358, -0.126, -0.092], [2.508, -2.076, -0.441], [1.134, -1.636, -0.518], [0.187, -2.173, 0.298], [0.369, -3.143, 1.006], [-1.046, -1.550, 0.288], [-1.562, -0.544, -0.528], [-1.213, -0.421, -1.868], [-1.764, 0.585, -2.651], [-2.712, 1.456, -2.109], [-3.066, 1.323, -0.772], [-2.495, 0.343, 0.011], [-2.778, 0.253, 1.049], [-3.798, 2.004, -0.368], [-3.324, 2.430, -2.861], [-3.175, 2.227, -4.248], [-1.722, 1.888, -4.576], [-1.579, 1.744, -5.648], [-1.351, 0.676, -3.956], [-1.074, 2.702, -4.223], [-3.485, 3.154, -4.733], [-3.821, 1.402, -4.579], [-0.536, -1.114, -2.341], [-1.647, -1.867, 1.035], [0.981, -0.699, -0.857], [2.492, -3.061, 0.030], [2.899, -2.171, -1.460], [4.023, 0.615, 4.677], [3.215, -0.943, 4.532]],
  "forces_ev_per_angstrom": [[-0.01, 0.09, -0.18], [-0.05, 0.08, -0.07], [-0.09, -0.19, 0.62], [0.17, 0.02, -0.28], [0.10, 0.07, -0.25], [-0.31, -0.11, 0.12], [0.04, 0.05, 0.01], [0.08, 0.02, -0.02], [0.28, 0.21, -0.15], [-0.04, -0.06, 0.03], [-0.05, -0.06, 0.04], [-0.35, -0.27, 0.16], [0.08, 0.04, -0.06], [0.08, 0.06, -0.04], [0.34, -0.03, -0.04], [0.05, 0.21, -0.14], [-0.21, 0.16, -0.11], [0.14, -0.29, 0.27], [-0.30, -0.25, 0.42], [-0.04, 0.37, -0.39], [-0.13, 0.09, -0.01], [-0.04, 0.19, 0.07], [-0.01, -0.11, -0.08], [0.07, -0.04, -0.31], [0.09, -0.06, -0.02], [0.01, 0.01, 0.14], [-0.10, 0.08, 0.06], [0.09, 0.01, 0.38], [0.30, -0.19, -0.43], [-0.37, 0.47, -0.08], [-0.03, 0.07, 0.08], [-0.03, -0.33, 0.33], [-0.04, -0.09, -0.06], [0.04, -0.10, -0.02], [0.04, 0.10, 0.02], [0.07, -0.08, -0.05], [0.19, -0.07, -0.11], [-0.08, -0.05, 0.01], [0.06, 0.07, -0.12], [-0.01, -0.08, 0.10], [-0.05, -0.04, 0.09], [0.04, 0.02, 0.07]],
  "lowdin_charge": [0.108, -0.538, 0.103, 0.129, -0.107, -0.200, 0.115, 0.118, -0.211, 0.106, 0.125, -0.185, 0.114, 0.115, -0.187, 0.063, -0.563, 0.055, 0.132, -0.246, 0.051, -0.194, -0.207, 0.007, -0.024, 0.112, 0.122, -0.030, -0.153, -0.150, 0.132, -0.023, 0.139, 0.132, 0.139, 0.126, 0.151, 0.128, 0.120, 0.116, 0.129, 0.127],
  "e_homo_ha": -0.2921,
  "orbital_gap_ha": 0.3186
}

{
  "formula": "BrH2PS",
  "method": "ωB97M-V with the def2-TZVPD basis set",
  "species": ["P", "S", "Br", "H", "H"],
  "xyz": [[0.895, 0.321, -0.552], [0.581, -0.843, 1.124], [-1.974, -1.026, 1.356], [-0.081, -0.046, -1.637], [0.579, 1.594, -0.292]],
  "forces_ev_per_angstrom": [[0.24, -2.54, -1.17], [-2.58, 0.37, -0.76], [2.32, 0.23, -0.07], [0.95, 0.39, 1.52], [-0.93, 1.54, 0.49]],
  "lowdin_charge": [0.334, -0.027, -0.052, -0.070, -0.186],
  "e_homo_ha": -0.3540,
  "orbital_gap_ha": 0.2734
}

{
  "formula": "C4H15NO2",
  "method": "ωB97M-V with the def2-TZVPD basis set",
  "species": ["C", "C", "C", "C", "N", "H", "H", "H", "H", "H", "H", "H", "H", "H", "H", "H", "H", "H", "O", "H", "H", "O"],
  "xyz": [[1.958, -0.398, -0.702], [0.736, 0.365, -0.228], [1.076, 1.808, 0.214], [-0.101, 2.772, 0.130], [0.215, -0.340, 1.035], [1.568, -1.371, -0.998], [2.756, -0.516, 0.031], [2.238, 0.179, -1.629], [-0.066, 0.381, -0.980], [1.871, 2.100, -0.485], [1.469, 1.757, 1.244], [-0.989, 2.168, 0.380], [-0.357, 2.951, -0.927], [-0.037, 3.585, 0.874], [0.977, -0.197, 1.682], [-0.654, 0.139, 1.252], [-0.008, -2.746, -0.489], [-1.188, -3.209, 0.382], [-0.905, -3.086, -0.536], [-3.122, -0.992, 0.172], [-1.602, -0.966, 0.094], [-2.390, -0.407, -0.028]],
  "forces_ev_per_angstrom": [[-1.13, 0.81, -1.63], [-0.28, 0.02, 2.73], [0.58, -0.22, -0.95], [-0.92, -1.51, 0.17], [0.07, -0.05, -2.37], [0.51, -0.22, -0.16], [-0.02, 0.28, -0.10], [0.53, -0.95, 0.85], [0.29, -0.17, 0.12], [0.13, 0.51, 0.44], [0.09, 0.14, -0.49], [0.02, 0.28, 0.53], [0.53, 0.99, 0.43], [-0.06, 0.05, -1.02], [-0.52, 0.05, 0.63], [0.39, 0.10, 0.87], [0.10, 0.09, 0.26], [0.34, 0.03, -0.31], [-0.42, -0.17, 0.18], [-0.20, -0.06, -0.07], [-0.30, -0.02, -0.26], [0.27, 0.02, 0.14]],
  "lowdin_charge": [-0.070, -0.442, -0.251, -0.102, 0.014, 0.056, 0.083, 0.100, 0.135, 0.099, 0.109, 0.058, 0.083, 0.080, 0.063, 0.045, 0.007, 0.047, -0.061, 0.038, -0.018, -0.074],
  "e_homo_ha": -0.3482,
  "orbital_gap_ha": 0.3798
}

{
  "formula": "C6H15NO2Tl",
  "method": "ωB97M-V with the def2-TZVPD basis set",
  "species": ["Tl", "C", "O", "C", "C", "N", "C", "C", "O", "C", "H", "H", "H", "H", "H", "H", "H", "H", "H", "H", "H", "H", "H", "H", "H"],
  "xyz": [[7.833, 8.257, -20.427], [8.705, 4.999, -18.193], [8.297, 5.372, -19.543], [7.510, 4.299, -20.188], [6.640, 4.949, -21.267], [5.749, 5.992, -20.714], [5.076, 6.663, -21.821], [4.005, 7.698, -21.285], [4.918, 8.636, -20.625], [4.165, 9.502, -19.720], [9.283, 4.098, -17.989], [7.825, 4.842, -17.569], [9.259, 5.897, -17.921], [6.674, 3.992, -19.560], [8.146, 3.512, -20.593], [5.896, 4.178, -21.465], [7.129, 5.219, -22.203], [5.039, 5.561, -20.139], [4.582, 5.931, -22.460], [5.806, 7.137, -22.477], [3.269, 7.261, -20.611], [3.351, 8.149, -22.032], [3.884, 8.957, -18.819], [3.217, 9.774, -20.185], [4.577, 10.398, -19.254]],
  "forces_ev_per_angstrom": [[0.70, 0.60, 0.07], [0.26, 1.84, -0.30], [-1.51, -2.27, 0.18], [-0.74, 2.00, -0.14], [0.94, 0.14, 0.42], [-0.22, -1.13, -3.16], [-1.49, 2.26, 0.59], [2.59, -0.90, -0.11], [-1.79, 0.07, 1.18], [-0.71, 0.24, 0.03], [0.47, -0.41, -0.82], [-0.54, 0.10, -0.03], [0.21, -0.43, 0.52], [0.88, -0.74, 1.10], [0.05, -0.29, 0.43], [-0.18, -0.67, -0.57], [-0.01, 0.50, 0.18], [-0.22, 0.21, 1.66], [-0.22, -0.60, -0.19], [0.06, 0.18, -0.02], [0.23, -0.25, 0.63], [0.37, 0.49, -0.49], [-0.17, -0.95, 0.13], [-0.17, 0.00, -0.22], [1.21, 0.03, -1.05]],
  "lowdin_charge": [1.204, 0.046, -0.191, -0.069, -0.112, 0.138, -0.123, -0.058, -0.210, 0.034, 0.153, 0.134, 0.121, 0.152, 0.180, 0.186, 0.163, 0.183, 0.187, 0.137, 0.162, 0.175, 0.140, 0.138, 0.131],
  "e_homo_ha": -0.8041,
  "orbital_gap_ha": 0.1343,
  "total_charge": 3
}

Number 1: E_tot -10298.563 eV, molar mass 116.168 g mol⁻¹. Number 2: E_tot -20941.925 eV, molar mass 130.132 g mol⁻¹. Number 3: E_tot -141722.048 eV, molar mass 774.125 g mol⁻¹. Number 4: E_tot -29098.462 eV, molar mass 308.334 g mol⁻¹. Number 5: E_tot -90197.802 eV, molar mass 144.961 g mol⁻¹. Number 6: E_tot -9975.964 eV, molar mass 109.169 g mol⁻¹. Number 7: E_tot -16704.627 eV, molar mass 337.574 g mol⁻¹.